113
Properties=species:S:1:pos:R:3:forces:R:3 method="wB97M-V/def2-TZVPD" energy_ev=-81898.48738 gap_ev=6.58 e_homo_ev=-4.7 total_charge=-1 multiplicity=1 de_lowest_kcal_mol=155.1
C -7.02038 -0.80644 1.22752 -0.6 0.0 -0.2
H 1.75499 0.60510 -7.22811 0.0 0.1 0.0
C -0.23241 6.33577 -1.18967 -0.1 -0.9 0.0
H -2.30045 9.12307 -0.32156 0.1 0.1 -0.1
H -7.78163 -0.75452 0.35747 1.1 -0.1 1.3
H -3.18863 -1.46698 1.14001 1.1 0.1 -1.8
H 1.29937 2.20844 -7.83126 -0.1 -0.1 0.0
O 3.54380 0.46406 6.84498 -0.5 0.2 -0.2
C 0.83828 -0.01823 -1.30681 2.6 -2.5 -0.1
O -6.85998 -1.44892 -3.33504 4.2 1.6 1.8
S -3.20557 -1.92148 -3.17024 -0.7 -5.2 -5.1
H 0.33207 1.75816 -5.49440 0.1 0.1 -0.1
C -1.57637 -4.61272 0.71489 0.1 0.7 -0.4
H 3.90677 -1.62712 9.47410 0.0 0.1 0.0
C 4.14392 -0.74994 8.86715 0.2 0.1 0.0
C 3.29043 -0.72111 7.61361 0.2 -0.1 0.1
H -2.61976 -4.97497 1.03001 1.6 0.4 -0.6
H 1.05813 -3.74002 0.94171 -1.1 0.5 1.9
H 0.11680 9.55741 -0.66981 0.0 -0.3 0.1
H 6.48124 -0.07827 6.55157 -0.1 0.0 -0.1
O -1.66412 -1.59487 -2.48709 -2.1 1.1 -0.3
H -2.42179 8.36583 -1.89943 0.1 0.1 -0.1
C -5.18909 0.11330 0.12612 -1.2 0.4 -0.9
C -5.79610 -0.72640 -3.14350 -3.3 3.3 -4.8
C -0.40837 0.63758 -2.08056 1.0 -0.1 -1.0
H 5.98303 -0.55314 4.90695 0.0 0.3 0.2
H -7.38251 -1.59194 1.98357 0.9 1.0 -1.2
C -1.09092 -3.33524 1.63206 1.6 -0.3 -1.4
O -3.35622 -3.44997 -3.17023 0.9 4.6 1.1
C 1.92216 -0.24557 1.30155 -0.5 2.7 -0.2
C 2.33654 0.39651 2.67334 -1.8 2.1 -3.6
C -0.82682 6.23243 -2.56579 0.3 0.1 -0.5
H -0.33933 -2.22095 -0.15479 -1.0 0.7 1.3
H 1.47732 3.97188 1.84636 0.2 -2.1 -0.5
C 4.48950 -6.05144 0.34045 0.1 -0.1 -0.7
H -2.46785 0.31133 -2.85626 1.3 -0.5 1.4
C 1.31457 0.60594 0.08896 0.9 2.5 3.3
O 1.56995 3.44620 -5.40659 0.1 0.3 0.5
H -0.08793 0.70984 -3.20251 -0.5 -0.4 2.0
O 4.61079 1.57957 5.24803 -0.4 -0.7 0.8
H 5.33431 -1.41479 6.27878 0.1 0.1 0.2
C -0.38080 4.09237 -6.75183 -0.6 -0.2 0.2
H -0.53890 1.74519 -1.74652 -0.2 -2.2 -0.3
C 5.64677 -0.42918 5.93919 0.0 -0.6 -0.3
H -0.05338 4.34715 -7.76294 0.0 0.0 0.1
H -0.29653 5.45049 -3.11394 -0.2 0.0 0.2
H 2.42408 2.41311 3.88586 -0.4 -0.7 -1.8
H 1.13162 -8.06556 0.79991 0.1 0.3 0.1
H 2.90840 1.95786 -7.17793 -0.1 -0.1 0.1
H -1.25797 4.69091 -6.49445 0.2 0.1 -0.1
H 2.00079 -1.38609 1.10140 0.0 2.2 0.6
C 1.85777 1.67925 -7.05692 0.0 0.1 -0.1
H -0.80051 -5.48212 0.74074 -1.5 1.5 0.2
H 4.86258 -5.26572 -0.32084 0.0 0.0 0.3
H 0.08534 8.80308 -2.24977 -0.1 -0.1 0.1
C -2.15237 0.99124 0.34769 -1.1 6.3 1.6
H -1.91395 3.24132 1.34428 -0.4 -2.7 -0.7
O 0.11577 5.33904 -0.59221 -0.1 1.0 -0.1
H -0.69317 -1.13746 1.41447 -0.2 -1.1 -1.3
H -5.07304 -2.15902 -1.57827 1.2 1.4 -1.1
H -4.22052 0.92957 -1.72731 -0.3 -1.8 1.0
H 1.96958 1.50851 -4.92658 0.0 0.3 0.0
H -0.73084 7.13900 -3.15975 -0.1 0.0 0.0
H 2.46587 -7.79427 -0.30099 0.1 0.1 0.1
H 5.24010 -6.26710 1.10505 -0.1 0.0 -0.1
H 0.54532 -4.72441 2.41182 0.1 2.1 -0.5
C -1.87131 9.11470 -1.32740 -0.1 -0.1 0.0
H 0.78958 2.85005 -0.50937 0.7 -1.3 1.6
H -0.70180 3.05304 -6.72346 0.1 0.0 -0.1
O -0.16280 7.54372 -0.59595 0.4 0.0 0.5
O -5.66649 0.50493 -3.83518 0.7 -5.4 4.2
H -1.72254 -3.21137 2.58630 1.0 -0.2 -1.5
O -5.70320 -1.14333 0.67867 -0.9 1.6 0.3
H -1.88227 5.96112 -2.47903 0.1 0.0 0.0
C 0.49049 -3.65025 1.95642 -1.2 -0.7 -0.3
H 4.34145 -6.93073 -0.28358 0.0 -0.1 0.2
H 2.90595 -9.74608 1.23522 0.0 0.1 0.0
C 2.18298 -7.76879 0.75572 0.2 -0.1 0.0
H 2.23595 -0.68309 7.89972 0.1 0.2 -0.2
H 3.41093 -1.61965 7.00083 0.1 0.1 0.0
C 1.60039 2.83965 1.68580 0.5 -4.0 0.0
C 0.72005 4.42013 -5.78210 0.1 0.6 -0.1
O 1.51268 -1.01064 -1.77925 -3.2 4.2 1.8
H -1.61125 -4.27341 -0.40293 -0.1 -0.6 2.0
H -6.12438 0.68083 -0.28819 1.7 -0.9 0.4
C -2.51933 -1.56605 0.18724 0.5 -1.1 0.7
H 2.66960 -8.68694 2.64423 -0.1 0.0 -0.1
C 4.55306 0.60188 5.96236 0.4 0.7 -0.5
C -0.39046 8.79279 -1.26447 -0.2 0.0 -0.2
C -1.05150 -1.97289 0.71175 -1.1 -0.7 1.0
O -3.25692 -1.42902 -4.60183 0.7 -0.2 4.5
C 3.23681 -5.55592 1.00801 0.3 0.9 0.3
C 1.37311 2.04723 -5.66784 -0.1 -0.3 -0.2
O 0.88563 5.55975 -5.39530 0.1 -1.0 -0.1
C 1.19447 2.15900 0.32398 1.0 -1.7 2.4
C -2.60134 -0.19940 -0.66855 -0.6 -0.3 1.7
H 2.73223 -0.30075 3.49479 -0.7 1.4 -1.4
H 5.20878 -0.77149 8.62847 -0.1 -0.1 0.0
H 3.97148 0.15012 9.46383 -0.1 -0.1 -0.1
C 2.14893 1.95980 2.86908 -0.9 -1.8 -3.3
C 3.00365 -8.72191 1.60351 0.1 0.0 0.1
H -2.03348 10.09186 -1.78895 0.0 -0.1 0.0
O 3.14266 -4.40138 1.36563 0.2 -1.3 -0.2
H 4.06147 -8.45272 1.60205 0.0 -0.1 -0.1
H 0.97567 -2.86013 2.63421 -0.6 -1.3 -1.0
C -4.18249 -0.06158 -1.11147 0.8 1.1 -0.1
H -7.00128 0.22909 1.74220 0.0 -1.6 -0.6
C -4.61424 -1.25559 -2.14912 -1.0 1.0 1.6
H -4.79799 0.75079 0.99895 -0.1 -0.9 -1.5
C -1.77830 -0.20516 -2.06286 -0.5 1.7 0.5
C -2.11125 2.16456 0.96768 0.1 -5.6 -3.7
H -2.94109 -2.49905 -0.36942 0.6 1.9 0.6
O 2.24789 -6.43234 1.27390 -0.5 0.2 0.0

14
Properties=species:S:1:pos:R:3:forces:R:3 method="wB97M-V/def2-TZVPD" energy_ev=-11314.54449 gap_ev=8.39 e_homo_ev=-8.6 multiplicity=1 de_lowest_kcal_mol=149.8
H 2.24888 0.23233 -0.63187 -2.2 -2.4 0.7
C 0.13248 0.11157 -0.40108 -5.2 1.2 -1.1
C 1.63100 -1.91137 -0.40609 -1.2 0.3 -0.2
H 2.43462 -2.64984 -0.75688 -0.5 2.3 0.8
O -0.94284 -0.00907 1.83187 -3.6 -2.8 -3.8
H 0.75306 -2.46251 -0.14176 -0.5 -0.7 -0.1
H 0.25257 3.27289 -0.01073 2.0 -3.7 -2.2
H 1.67836 1.77928 -0.63370 -3.0 3.9 0.6
N -0.23350 1.33867 -0.65721 -0.5 -2.6 1.5
H -2.59379 -0.95080 1.18953 -2.1 -1.0 -0.2
N 0.63338 2.38488 -0.68930 2.5 -0.9 1.1
C 1.31606 -0.58233 -0.36830 7.2 0.3 -1.9
O -1.07690 -0.90272 -0.35588 -0.1 3.1 3.3
C -1.64870 -0.61651 0.94265 7.3 2.9 1.4

48
Properties=species:S:1:pos:R:3:forces:R:3 method="wB97M-V/def2-TZVPD" smiles="FC(F)C(F)(F)COC(F)(F)C(F)F.CCOS(C)(=O)=O.CCOS(C)(=O)=O" energy_ev=-69473.49790 gap_ev=11.61 e_homo_ev=-11.1 multiplicity=1
H -0.30971 -0.74483 -0.25715 0.0 0.0 0.0
F 0.48677 -5.46359 1.97079 0.2 0.0 -0.1
C -4.24737 -7.54664 2.08829 -0.2 -0.4 -0.2
O 2.43663 4.68816 -1.51747 -0.4 0.0 0.1
F -4.25659 -5.28598 2.72201 -0.2 0.1 0.1
H 2.46402 5.18591 1.79104 0.1 0.1 -0.1
H 1.79650 3.82811 0.90251 -0.2 0.2 -0.1
H 3.51591 4.11789 0.83687 0.0 0.1 0.1
H -1.60281 -6.84014 1.64966 0.0 0.1 0.0
H 0.16287 3.14364 -1.48104 0.1 0.0 0.2
H -0.73977 0.46159 -1.45245 0.1 0.1 0.0
C 0.02588 0.18099 -0.72542 -0.7 -0.2 0.0
O 1.34176 4.24052 -3.58125 -0.3 0.1 -0.2
H 3.42795 5.26932 -4.72577 0.1 0.1 0.0
C 2.39559 5.52065 -0.33933 0.4 0.5 0.7
H 3.84314 6.58561 -3.58668 0.1 0.0 0.0
H 2.05249 -0.42870 -0.63586 0.1 0.0 -0.1
C 2.54651 4.62030 0.86433 0.2 -0.5 -0.1
O 1.39673 6.57197 -2.67583 -0.5 0.6 -0.1
S 2.00493 5.31151 -2.91319 0.5 -0.9 0.5
H 1.49620 6.13163 -0.27856 -0.2 -0.3 -0.3
O -1.65007 -4.84572 2.25297 0.3 -0.2 0.2
C 3.56204 5.54086 -3.68134 0.2 0.2 -0.4
C 1.36225 0.00384 -1.36119 0.5 -0.2 0.0
H -1.01062 -2.59591 1.13994 -0.4 -0.3 0.1
C -3.60409 -6.17444 1.94385 0.3 0.2 0.4
H 4.29858 4.88976 -3.22325 0.0 -0.1 0.0
H 1.78120 0.94549 -1.71463 -0.1 0.0 -0.1
S -1.06621 2.23231 0.38251 0.1 -1.1 -1.3
F 0.01105 -2.78622 2.83096 -0.1 -0.3 0.4
H 3.22968 6.22869 -0.39495 0.0 -0.1 0.0
F -0.74919 -5.02588 0.22780 0.4 -0.1 0.0
O -2.30570 1.52375 0.35920 -0.3 0.1 0.0
C -0.21228 -3.19633 1.57344 0.7 1.1 -0.3
O -0.72121 3.08223 1.44902 0.3 0.9 1.1
C -2.13479 -6.17780 2.33683 0.0 -0.4 -0.4
H 1.27033 -0.68527 -2.20104 0.1 0.0 0.0
F -3.75378 -5.78621 0.65628 0.0 0.0 -0.2
O 0.10807 1.17371 0.31617 0.3 0.0 0.0
H -1.19290 4.12024 -0.82091 0.1 0.1 -0.4
C -0.86662 3.12968 -1.13879 -0.4 0.2 0.4
H -1.52717 2.73825 -1.90541 0.0 0.0 0.0
F -4.04017 -8.00765 3.34770 -0.1 0.0 0.0
F -5.57642 -7.45596 1.86727 0.1 0.0 0.1
C -0.50923 -4.69015 1.52364 -1.2 0.3 0.0
H -2.02040 -6.58033 3.34080 0.0 0.2 0.1
H -3.82865 -8.26252 1.37500 0.0 0.0 0.0
F 0.90864 -2.88629 0.86268 0.1 -0.5 -0.1

13
Properties=species:S:1:pos:R:3:forces:R:3 method="wB97M-V/def2-TZVPD" smiles="CC(C)(Cl)C=S" energy_ev=-27618.06732 gap_ev=8.50 e_homo_ev=-9.1 multiplicity=1 de_lowest_kcal_mol=14.8
H -1.39294 0.84929 1.34688 2.7 -1.2 0.1
S 2.56945 -0.84139 -0.18484 -2.1 -0.3 -0.1
C -0.18687 0.77550 -1.18348 0.6 0.4 -1.6
H 0.70168 1.47020 -1.14588 -0.7 -1.0 0.5
C -0.30155 0.31293 1.30728 -2.2 2.0 0.3
H 0.54646 -2.11978 0.15177 0.6 -1.8 0.2
Cl -1.65409 -1.31895 -0.29827 -0.7 -0.4 -0.3
C -0.21279 -0.31621 -0.09067 0.2 3.1 -0.8
H -0.13689 0.35171 -2.24785 -0.3 0.3 1.6
C 0.95427 -1.17846 -0.09246 2.6 0.0 0.2
H -0.30634 -0.50460 2.03460 0.1 0.4 0.2
H 0.49497 1.10856 1.51253 -1.0 -1.4 -0.4
H -1.07535 1.41121 -1.10961 0.1 -0.2 0.0